{
  "formula": "C28H28ClCsP",
  "method": "ωB97M-V/def2-TZVPD",
  "homo_lumo_gap_ha": 0.312,
  "e_lumo_ha": -0.0932,
  "charge": 1,
  "elements": ["Cs", "C", "C", "C", "C", "C", "C", "C", "C", "C", "C", "H", "H", "H", "H", "H", "H", "H", "H", "H", "H", "H", "H", "H", "H", "Cl", "C", "C", "C", "C", "C", "C", "P", "C", "C", "C", "C", "C", "C", "C", "C", "C", "C", "C", "C", "H", "H", "H", "H", "H", "H", "H", "H", "H", "H", "H", "H", "H", "H"],
  "coordinates": [[-0.43540, 0.63438, -0.28564], [-2.87936, -2.24291, 0.12421], [-3.98557, -1.46529, 0.84359], [-5.35814, -1.81879, 0.27537], [-3.69547, 0.02103, 0.80064], [-3.92479, 0.77588, -0.35147], [-3.63859, 2.13426, -0.39249], [-3.10679, 2.79176, 0.71736], [-2.77936, 4.25994, 0.67542], [-2.87754, 2.03771, 1.86583], [-3.16144, 0.67727, 1.90607], [-3.09533, -3.31175, 0.10991], [-1.91588, -2.11934, 0.62753], [-2.78704, -1.91313, -0.91552], [-3.96878, -1.76103, 1.89645], [-5.41846, -1.61822, -0.79564], [-6.14869, -1.25347, 0.76897], [-5.56039, -2.88049, 0.41744], [-4.35591, 0.30389, -1.22645], [-3.85079, 2.69857, -1.29362], [-2.92421, 4.72360, 1.65027], [-3.40469, 4.78357, -0.04624], [-1.73837, 4.42842, 0.38714], [-2.47153, 2.52405, 2.74509], [-2.97311, 0.12201, 2.81823], [0.93909, -2.53491, 0.10852], [2.41657, -2.97173, 0.95497], [2.76499, -4.31033, 0.92630], [3.91551, -4.71561, 1.58435], [4.68853, -3.78367, 2.25876], [4.31521, -2.44906, 2.27800], [3.16281, -2.00537, 1.62536], [2.71045, -0.23212, 1.54633], [1.38684, -0.08137, 2.80868], [0.98644, 1.21647, 3.14286], [-0.01287, 1.43170, 4.07867], [-0.65139, 0.35063, 4.67391], [-0.27906, -0.94044, 4.33101], [0.73825, -1.15718, 3.40814], [4.11489, 0.57521, 2.37678], [4.25055, 0.65273, 3.76260], [5.36650, 1.25640, 4.32031], [6.35816, 1.78142, 3.50168], [6.23211, 1.70796, 2.12256], [5.11014, 1.11327, 1.56285], [2.14542, -5.01819, 0.39434], [4.20195, -5.75823, 1.56409], [5.58755, -4.09340, 2.77391], [4.93342, -1.73525, 2.80502], [1.49859, 2.06720, 2.70205], [-0.28164, 2.44276, 4.35704], [-1.42657, 0.51644, 5.41084], [-0.76549, -1.78690, 4.79843], [1.03910, -2.17144, 3.17705], [3.48486, 0.23903, 4.40720], [5.46662, 1.31496, 5.39610], [7.22769, 2.25123, 3.94188], [7.00108, 2.11894, 1.48225], [5.00789, 1.06432, 0.48478]],
  "mulliken_charge": [1.17, -1.11, 0.37, -1.66, 0.41, -0.12, -1.06, 0.90, -1.34, -0.46, -0.46, 0.43, 0.04, 0.27, 0.42, 0.33, 0.38, 0.45, 0.27, 0.38, 0.38, 0.39, 0.22, 0.29, 0.26, -0.19, 0.70, -0.68, -0.47, -0.89, -0.22, 0.01, 0.00, 0.35, -0.19, -0.65, -0.72, -0.65, -0.32, -0.15, 0.22, -0.69, -0.46, -0.61, -0.44, 0.44, 0.39, 0.41, 0.35, 0.46, 0.54, 0.39, 0.46, 0.45, 0.43, 0.41, 0.40, 0.41, 0.37]
}